(1)
22
Properties=species:S:1:pos:R:3 method="wB97M-V/def2-TZVPD" e_lumo_ev="-0.27 / -0.27"
Cl -0.940 1.501 2.146
Cl -2.859 -0.099 0.577
O -0.278 2.215 -0.571
O -0.666 -2.999 0.530
O -0.315 0.074 0.077
O 1.061 0.596 -1.471
N -0.805 -2.759 1.664
C 0.148 1.110 -0.684
C -1.189 0.131 1.082
C 1.723 1.484 -2.400
C 1.824 0.739 -3.754
C -0.704 -1.449 2.246
C -1.502 -1.262 3.577
H -1.362 -0.249 4.024
H 0.892 0.982 -4.336
H 1.955 -0.334 -3.516
H 1.116 2.398 -2.285
H -1.337 -2.223 4.123
H 0.347 -1.283 2.311
H 2.772 0.955 -4.323
H -2.578 -1.310 3.131
H 2.698 1.781 -2.148



(2)
20
Properties=species:S:1:pos:R:3 method="wB97M-V/def2-TZVPD" e_above_lowest_kj_mol=221.8 e_lumo_ev=0.04
Cl -4.803 0.756 -0.707
Cl -5.319 -1.671 1.457
Cl -4.668 -2.266 -1.754
Si -4.308 -1.090 -0.186
Si -1.371 0.024 2.402
C 0.347 0.153 0.388
C 0.387 0.490 1.670
C -0.854 -0.922 -1.659
C -0.838 -0.458 -0.249
C -1.821 -0.540 0.631
C 1.469 0.374 -0.650
H -2.353 1.167 2.599
H -1.826 -0.899 -2.036
H -0.208 -0.308 -2.321
H 1.077 0.977 -1.482
H -1.536 -1.016 3.301
H -0.519 -1.943 -1.788
H 1.794 -0.688 -1.068
H 1.160 1.033 2.166
H 2.428 0.973 -0.313



(3)
22
Properties=species:S:1:pos:R:3 method="wB97M-V/def2-TZVPD" e_above_lowest_kj_mol=119.9 e_lumo_ev=-0.37
Cl -2.089 1.150 -2.007
Cl 1.905 0.198 -1.353
Cl -0.179 -1.712 -1.643
Cl 2.561 -0.490 1.555
O -2.868 0.248 0.826
O -1.557 -1.356 1.066
N -1.760 -0.233 0.763
C 1.332 -1.521 0.596
C 2.004 -2.776 0.144
C -0.650 0.570 0.310
C -1.334 2.984 -0.125
C 0.728 -0.728 -0.463
C -0.900 1.633 -0.764
H 0.642 -1.709 1.527
H 2.382 -3.415 0.939
H 1.290 -3.237 -0.628
H -0.056 1.018 1.051
H -1.185 3.863 -0.873
H -2.419 3.107 0.109
H 2.871 -2.504 -0.539
H 0.112 1.741 -1.288
H -0.831 3.167 0.797



(4)
19
Properties=species:S:1:pos:R:3 method="wB97M-V/def2-TZVPD" e_above_lowest_kj_mol=429.8 e_lumo_ev=-3.98 total_charge=+1
Cl 1.037 -3.205 0.951
N 1.938 -0.769 1.208
N -1.983 0.542 -0.154
N 0.944 0.174 -2.209
C 1.388 -1.584 0.398
C -2.529 -0.657 0.447
C -0.819 0.715 -0.568
C 0.510 0.553 -1.006
C 2.187 0.508 0.847
C 1.559 1.166 -0.114
H 1.823 2.206 -0.251
H 2.295 -1.066 2.035
H 2.798 1.166 1.486
H 1.919 0.265 -2.262
H -3.560 -0.744 0.150
H -2.506 -0.492 1.563
H -2.686 1.267 -0.218
H 0.364 -0.493 -2.678
H -2.018 -1.588 0.161



(5)
17
Properties=species:S:1:pos:R:3 method="wB97M-V/def2-TZVPD" smiles="S=C[C@@H]1CC[C@@H]1CCl" e_above_lowest_kj_mol=99.3 e_lumo_ev=-0.29
Cl 2.795 -1.330 -0.289
S -3.023 -1.505 -0.210
C -1.585 -0.741 -0.343
C 0.794 1.020 -0.575
C -0.589 1.527 -0.220
C 0.585 -0.045 0.566
C -0.950 0.231 0.555
C 1.149 -1.436 0.358
H -1.328 1.801 -1.053
H -1.123 -0.834 -1.319
H 1.693 1.714 -0.435
H 0.509 -1.948 -0.340
H -0.516 2.348 0.489
H 0.846 0.447 -1.523
H -1.498 0.325 1.524
H 1.206 -1.937 1.314
H 1.033 0.362 1.501



(6)
17
Properties=species:S:1:pos:R:3 method="wB97M-V/def2-TZVPD" smiles="C=C1[C@H](S)CC[C@@H]1Cl" e_above_lowest_kj_mol=33.3 e_lumo_ev=0.55
Cl 1.952 0.316 1.801
S -2.039 0.164 1.526
C 0.038 0.960 -0.045
C 1.241 -1.057 -0.402
C -0.230 2.233 -0.458
C 1.397 0.361 0.107
C -0.999 -0.130 0.008
C -0.254 -1.476 -0.019
H -0.683 -2.171 -0.787
H 2.018 -1.694 -0.042
H -1.323 2.524 -0.579
H 1.317 -0.976 -1.509
H -1.742 -0.119 -0.804
H -3.020 -0.776 1.236
H -0.417 -2.127 0.856
H 2.242 0.979 -0.318
H 0.502 2.988 -0.573



| no. | largest force on an atom (eV Å⁻¹) |
| --- | --- |
| 1 | 4.35 |
| 2 | 4.31 |
| 3 | 4.99 |
| 4 | 4.33 |
| 5 | 2.34 |
| 6 | 3.12 |